[1]
{"formula": "C2H6OS3", "method": "wB97M-V/def2-TZVPD", "symbols": ["C", "H", "H", "C", "H", "O", "S", "S", "H", "H", "S", "H"], "positions_angstrom": [[0.9919, -0.7561, 0.0863], [-2.4732, 0.1521, -0.9066], [-0.7583, -0.0785, 2.1083], [0.6683, 0.6608, 0.3262], [0.3705, -1.4997, 0.4204], [-1.6615, 0.0997, -0.3691], [1.1077, -1.1449, -1.7282], [0.1776, 0.9457, 2.0867], [0.4150, -0.0079, -2.0421], [1.8717, -1.1119, 0.4720], [0.9694, 1.9063, -0.6828], [-1.6791, 0.8344, 0.2290]], "nbo_charge": [-0.6159, 0.4884, 0.1432, -0.2276, 0.2447, -0.9485, -0.0736, 0.0090, 0.1486, 0.2540, 0.1004, 0.4774], "e_above_lowest_kcal_mol": 9.26, "homo_ev": -8.61, "total_energy_ev": -36722.989, "orbital_gap_ev": 8.00, "e_lumo_ha": -0.0223, "smiles": "S=C(S)CS.O"}

---

[2]
{"formula": "C24H58ClO20P5S2", "method": "wB97M-V/def2-TZVPD", "symbols": ["O", "C", "S", "H", "H", "C", "C", "H", "H", "O", "H", "H", "O", "C", "C", "O", "O", "O", "H", "C", "H", "C", "C", "H", "C", "O", "H", "H", "O", "O", "H", "C", "H", "H", "O", "H", "H", "H", "O", "O", "H", "H", "H", "Cl", "H", "H", "C", "H", "C", "C", "H", "H", "H", "S", "H", "H", "H", "H", "H", "O", "H", "H", "H", "C", "H", "H", "C", "O", "H", "H", "H", "P", "H", "C", "P", "H", "H", "H", "H", "H", "O", "H", "H", "P", "C", "C", "H", "C", "H", "C", "C", "C", "O", "H", "P", "P", "H", "H", "H", "H", "O", "C", "C", "H", "O", "O", "O", "H", "H", "H"], "positions_angstrom": [[-2.4703, -6.7693, -0.1857], [-3.6239, -3.2306, -1.6173], [-3.7966, -1.1744, 2.4716], [1.4786, 5.0653, -7.0750], [5.4607, -0.3088, 0.2327], [0.6691, -0.6245, -2.8195], [0.8945, 0.0773, -1.3533], [-1.3837, -2.7833, -4.1379], [-2.4291, 4.6733, 4.6862], [-5.9230, -1.0700, 9.0059], [2.9982, 5.3086, -1.2340], [-4.0811, 1.7955, 1.7209], [-1.3295, 3.0551, 1.1365], [3.5408, 0.6859, -1.3082], [4.8186, -0.0914, -2.0423], [0.0782, 4.5569, 2.1418], [-6.6464, -1.8420, 6.6245], [-3.2025, 3.5017, 2.4503], [-7.7206, -3.3865, 9.9553], [-1.7290, 3.8619, 4.9077], [-0.2751, 6.1895, 3.3619], [7.1633, -2.1713, -2.5217], [-3.4622, 2.1096, 2.5654], [-6.3979, -2.4425, 4.6751], [0.5294, 5.5024, 3.0886], [-3.0308, 0.0417, -0.1247], [-8.0745, -2.2010, 8.6711], [3.2016, 4.9618, -7.5505], [-5.8213, -3.9967, -3.5461], [-2.6739, -4.0877, 0.5918], [9.0767, -3.1321, -1.6637], [-1.5035, -2.2425, -3.0806], [-4.0189, 1.9399, 3.4905], [-2.5525, 1.5035, 2.5915], [2.1684, 5.5897, -3.0908], [-3.3096, 0.0122, 5.7511], [-8.2378, -3.9381, 8.3476], [0.1200, -0.3655, -0.5944], [7.4792, -4.5737, -1.6532], [2.9879, 3.5039, -3.7325], [3.9609, 1.2207, -0.3380], [-6.7829, -3.7674, -3.7188], [8.9961, -6.0360, -1.2280], [-6.2949, -1.3404, -1.8812], [4.1864, 5.2978, -2.5637], [-7.6542, -3.2990, 5.5964], [-3.5163, -3.0058, -0.0150], [-4.6445, -2.9928, 0.3294], [8.1069, -5.8712, -1.9858], [-0.8985, -0.7206, -3.2971], [1.2463, 0.0189, -3.6093], [-4.8676, -0.5120, 5.0914], [-5.9350, -3.6599, 5.8882], [-3.2609, -5.4418, -0.3262], [8.5249, -3.7570, -3.4494], [6.0745, -2.6685, -0.4690], [2.1930, 7.2061, -5.1780], [-3.4469, -1.0071, -2.4689], [1.0794, -1.7280, -2.7444], [-4.7046, -0.5459, 7.1382], [-0.9169, 4.2522, 5.5253], [8.4382, -5.9589, -3.1126], [-0.9032, -0.5086, -4.4703], [-3.1286, -2.1186, -2.7021], [3.4329, 6.8222, -2.0565], [3.4733, 7.1699, -6.4139], [-6.6511, -2.8679, 5.6488], [-4.6722, -5.6310, 0.3280], [3.8469, 7.7212, -4.7655], [-2.2535, 3.0815, 5.4650], [2.6882, -1.4475, -1.2126], [-2.8094, -1.4332, 0.7677], [7.7200, -1.6762, -0.3646], [3.2559, 7.0153, -5.3546], [-5.5150, -3.3417, -1.9278], [5.2860, 0.6293, -2.8402], [2.3845, -0.3699, 0.3628], [0.8182, 1.2450, -1.3540], [-0.6091, -2.1368, 0.5402], [3.1055, 1.5597, -1.9858], [2.6490, 3.7543, -5.9841], [6.2623, -2.4812, -3.2074], [4.4833, -1.1160, -2.5495], [2.4087, 4.6719, -4.5375], [3.2616, 5.7521, -2.1978], [2.3354, 4.3990, -7.2008], [7.7944, -1.2975, -2.9836], [8.1789, -3.4896, -2.3619], [7.3423, -6.7689, -1.8058], [6.7051, -1.7988, -0.9674], [-4.1218, -0.7097, 5.8623], [-7.6516, -3.1868, 8.8828], [3.6217, 5.6976, -4.9882], [0.8996, 4.9851, 3.9746], [-5.4995, -1.9281, 7.8092], [-1.5622, 4.0293, 2.2960], [1.3524, 6.0727, 2.6519], [6.7206, 0.5640, -0.9422], [-2.2154, 0.2326, -0.6864], [-3.7199, -1.7193, 5.7480], [-6.2946, -3.3104, 8.4802], [2.4004, -0.3851, -0.8105], [5.9420, -0.3327, -0.8577], [-0.9420, -2.8768, -2.2741], [-1.1272, -1.6899, 1.2789], [-3.1817, -4.6181, -1.8436], [-1.1901, 3.2953, 3.7275], [-1.5865, 0.0990, -2.8222], [2.0907, 3.6407, -7.9480], [-3.6804, -2.3845, -3.7276]], "lowdin_charge": [-0.2753, -0.5901, 0.3533, 0.0810, 0.1110, -0.2035, -0.1915, 0.1308, 0.0852, -0.2622, 0.0926, 0.0699, -0.2691, -0.2084, -0.2038, -0.2512, -0.2750, -0.3283, 0.0912, -0.1320, 0.0806, -0.1732, -0.1898, 0.0770, -0.1543, -0.2630, 0.0847, 0.0824, -0.3620, -0.2464, 0.1338, -0.1687, 0.0755, 0.0541, -0.3308, 0.0840, 0.0823, 0.0722, -0.2675, -0.2679, 0.1049, 0.0587, 0.1014, 0.1785, 0.0857, 0.0918, -0.4186, 0.0967, -0.1285, -0.2078, 0.1199, 0.0463, 0.0861, 0.9122, 0.1197, 0.1214, 0.0847, 0.0983, 0.1121, -0.2471, 0.0829, 0.0953, 0.1209, -0.1775, 0.0832, 0.0829, -0.1299, -0.3179, 0.0927, 0.0896, 0.1005, 0.4962, 0.1117, -0.1349, 0.7334, 0.1097, 0.1104, 0.1267, 0.0711, 0.0960, -0.2472, 0.1101, 0.1066, 0.7828, -0.1354, -0.1526, 0.1209, -0.2409, 0.1044, -0.2134, -0.1905, -0.1421, -0.2749, 0.0823, 0.7788, 0.7795, 0.0871, 0.1177, 0.0657, 0.0763, -0.3353, -0.2018, -0.2236, 0.1108, -0.2601, -0.2309, -0.2735, 0.0983, 0.0891, 0.1250], "e_above_lowest_kcal_mol": 417.24, "homo_ev": -9.17, "total_energy_ev": -147397.037, "orbital_gap_ev": 5.88, "e_lumo_ha": -0.1209, "smiles": "COCCCCCCCCCCCC[C@@]1(P(O)Cl)OS(=O)(=O)O[C@H]1P(O)(O)=S.COP(=O)(OC)OC.COP(=O)(OC)OC.COP(=O)(OC)OC"}